# 1
Computed, not measured: a structure of composition C33H54BF17N2NbO5, with ωB97M-V with the def2-TZVPD basis set.

Last column: Mulliken charge in e.
Atoms and positions in Å:
Nb  -3.4150  -2.0184  2.9566  -0.64
F  0.5710  0.4162  -7.9153  -0.20
F  -0.2933  -0.9348  0.9756  -0.05
F  0.2281  -3.3899  -5.4131  -0.33
F  1.0469  -1.6917  -10.7227  -0.30
F  9.5104  2.9330  -1.4021  -0.22
F  8.1060  6.5164  -0.6465  -0.28
F  8.5922  1.1997  -2.3330  -0.25
F  6.8153  2.2915  -0.5098  -0.26
F  7.5208  4.5372  -1.2924  -0.21
F  8.1982  5.7151  1.9782  -0.33
F  -1.5116  -0.9084  -7.2455  -0.23
F  -1.5612  -1.3287  -5.1256  -0.20
F  7.5970  0.4098  0.1857  -0.26
F  -0.6854  -1.7192  -9.4407  -0.27
F  1.0265  -1.4677  -6.0275  -0.28
F  9.5842  4.6363  0.7014  -0.28
F  0.1235  0.8719  -9.9899  -0.26
O  8.3574  2.2540  1.1322  -0.37
O  1.3389  -2.2543  -8.6056  -0.41
O  -3.3104  -2.8101  4.9230  -0.83
O  0.5006  -0.7090  3.1454  -0.59
O  -3.0122  -5.1072  1.9940  -0.67
N  -3.4291  4.6347  2.5464  0.27
N  -5.4777  -4.6028  2.0707  -0.76
C  -3.2286  3.4301  1.6937  -0.96
C  -0.9381  -2.3284  -1.9688  -0.65
C  -5.6657  -1.5678  3.2499  -0.71
C  1.6663  -1.6296  -1.6927  -0.96
C  2.4328  -0.4401  -0.8900  -0.40
C  0.5754  -3.0682  -7.7026  -0.86
C  9.0522  1.6857  -1.1543  0.17
C  0.1929  -1.1837  -2.2105  -0.52
C  7.9442  1.6864  -0.0938  0.73
C  7.5160  5.3646  -0.2320  0.11
C  4.8173  -0.7539  2.4268  -0.86
C  -6.2572  -2.2050  4.6118  -0.19
C  -1.1631  -2.5696  2.7774  -0.77
C  0.1304  -2.4232  -6.3727  1.08
C  -4.3572  6.8351  3.0530  -0.47
C  -3.8461  2.0644  2.2901  -0.14
C  -4.3432  5.6524  2.0177  -0.27
C  3.6666  -1.0152  0.0171  -0.22
C  -2.9938  0.0216  3.8431  -0.58
C  3.4175  -0.8554  1.5944  -0.07
C  7.7137  3.4680  1.5449  -0.69
C  0.8832  0.0866  -9.1869  0.19
C  -3.0502  -2.4239  -0.2775  -0.01
C  -3.3938  6.4167  4.2051  -0.50
C  -0.2486  -1.3475  2.3730  0.65
C  -3.5416  -1.3032  0.8168  -0.29
C  -2.8292  5.0056  3.8241  -0.18
C  8.2654  4.7914  0.9731  0.82
C  -2.5760  1.1957  2.8389  0.00
C  -1.3000  -1.8794  -6.3371  0.08
C  -6.0199  -1.3067  5.9217  -0.98
C  -2.4028  -1.7266  -1.6097  -0.86
C  0.6225  -1.3981  -9.4704  0.77
B  -4.0564  -4.1192  2.2608  0.44
H  -5.8687  -0.4295  3.2662  0.43
H  -6.1119  -0.2045  5.5881  0.21
H  1.9338  0.3363  -9.3493  0.24
H  -0.9890  -2.9423  -2.9508  0.08
H  5.3972  0.1793  2.0718  -0.01
H  -2.0771  4.3600  4.4019  0.30
H  -4.3157  1.5032  1.4140  0.13
H  -3.0860  -1.8608  -2.5333  0.27
H  2.8324  0.1157  1.8166  0.22
H  -5.8703  -3.2631  4.8049  0.13
H  -2.4673  -2.4138  5.2659  0.25
H  -0.9988  -3.4027  2.0065  0.30
H  2.7856  -1.7168  2.0380  0.06
H  -5.9327  -4.5317  2.9951  0.27
H  -2.9745  -0.3510  0.5517  0.02
H  -3.3646  -6.0140  2.1448  0.26
H  -0.8047  -2.9700  3.7887  0.38
H  9.8990  1.0755  -0.8334  0.24
H  -4.5848  2.3023  3.1416  0.32
H  -0.2466  -3.5773  -8.2132  0.35
H  5.4650  -1.7019  2.2888  0.28
H  -1.8823  0.9011  1.9816  -0.24
H  2.8305  0.3361  -1.6516  0.31
H  -5.9279  -3.9994  1.3696  0.28
H  -2.2596  -0.6028  -1.4689  0.34
H  4.6238  -0.4624  -0.3218  -0.06
H  0.3074  -1.0505  -3.3557  0.18
H  -6.2338  -2.0376  2.3713  0.34
H  -0.0730  -0.1649  -1.7700  0.54
H  6.6259  3.3990  1.4577  0.33
H  4.5255  -0.6214  3.5393  0.34
H  -6.8534  -1.4767  6.7021  0.35
H  1.2672  -3.8724  -7.4282  0.41
H  -3.1130  7.0172  5.1269  0.31
H  2.3386  -1.8592  -2.6024  0.24
H  3.8161  -2.1208  -0.2511  0.33
H  -0.5183  -3.0316  -1.1730  0.57
H  -2.1214  -0.1043  4.6005  0.43
H  -3.9095  0.3743  4.4586  0.27
H  -3.9720  -3.0434  -0.6023  0.39
H  -1.9722  1.9641  3.4705  0.39
H  -4.9340  7.8115  2.9711  0.30
H  -2.1047  3.2763  1.5381  0.28
H  7.8997  3.5078  2.6240  0.44
H  -2.2095  -3.0871  0.1411  -0.14
H  -4.6672  -1.1386  0.5796  0.39
H  -7.4065  -2.2785  4.4638  0.33
H  -5.0316  -1.5116  6.4629  0.16
H  6.4788  5.5971  0.0246  0.29
H  -2.0296  -2.6770  -6.5028  0.28
H  -4.9265  5.6223  1.0273  0.24
H  1.7385  0.1348  -0.1845  0.20
H  -3.6847  3.6414  0.6649  0.33
H  1.6524  -2.5686  -1.0418  0.43

Properties
Multiplicity   1
Calculated total energy   -3554.78453 Ha
Total charge   -1

---

# 2
Computed, not measured: a cluster of 3 separate species, C18H37BN4O5S2 in total, with ωB97M-V with the def2-TZVPD basis set.

Last column: Mulliken charge in e.
Atoms and positions in Å:
S  2.2874  -3.6964  -2.8911  0.38
S  -3.8174  -3.4840  -3.3488  0.37
O  -2.8484  1.0778  -0.4304  -0.63
O  0.9267  -4.2912  -2.8460  -0.56
O  -3.4709  -2.8912  -2.0228  -0.53
O  0.8758  0.8685  -0.8820  -0.39
O  3.6801  1.1927  3.4576  -0.57
N  2.6316  4.4863  2.4724  -0.69
N  -3.7308  0.6558  1.6487  -0.36
N  2.6336  1.3083  -2.7096  -0.46
N  -0.1992  -0.7141  1.8832  -0.71
C  1.7312  0.3055  4.7878  -1.02
C  -2.3765  2.6950  2.0164  -0.37
C  -3.2459  -1.1975  0.1027  -1.24
C  -3.2384  0.2713  0.3917  0.79
C  -2.6950  -2.7594  -4.5477  -0.68
C  2.4334  1.2145  0.9298  -2.02
C  -0.2078  2.8281  3.4112  -0.58
C  -1.4971  3.5058  2.9558  -1.46
C  0.5231  0.2127  1.9969  -0.72
C  0.7867  2.6593  2.2423  0.64
C  3.0349  1.7919  -1.3938  -1.13
C  2.1863  -2.0815  -2.1230  -0.86
C  1.4795  1.2828  2.1530  1.92
C  1.8379  3.6445  2.3515  -0.27
C  -3.1042  -5.1375  -3.3820  -0.84
C  -2.7775  1.3421  2.5450  -0.71
C  2.5378  -3.0878  -4.5648  -0.95
C  1.8610  1.7262  -0.3711  0.49
B  2.3330  0.9352  3.4818  0.42
H  -1.8491  2.6014  1.0796  0.13
H  -2.8284  -3.2536  -5.5098  0.40
H  2.6705  0.1808  0.7375  0.87
H  -3.2933  1.5186  3.4815  0.32
H  2.0645  -0.7139  4.9245  0.41
H  -2.7284  -1.7557  0.8700  0.39
H  1.9291  1.9126  -3.1078  0.20
H  -3.2932  3.2168  1.7901  0.54
H  -2.8080  -1.3626  -0.8604  0.33
H  3.3588  2.8204  -1.4901  0.35
H  -1.1670  4.3576  2.3744  0.46
H  3.8533  1.1936  -1.0263  0.43
H  3.4758  -2.5348  -4.6110  0.36
H  -2.0478  -5.0877  -3.1134  0.20
H  1.5171  2.7458  -0.2946  0.22
H  2.1469  0.8592  5.6189  0.34
H  3.3181  1.7930  1.1291  0.45
H  1.7036  -2.4470  -4.8501  0.27
H  -3.9573  -0.2192  2.0997  0.32
H  0.0092  1.2688  -0.7875  0.22
H  -1.9257  0.7297  2.7979  0.29
H  0.2397  2.8812  1.3427  0.32
H  -1.6710  -2.8706  -4.1995  0.04
H  2.5873  -3.9468  -5.2306  0.35
H  -3.2256  -5.5627  -4.3783  0.39
H  1.3768  -1.5028  -2.5638  0.28
H  3.4271  1.3920  -3.3293  0.23
H  4.1335  0.3873  3.7169  0.32
H  0.6569  0.3378  4.8624  0.35
H  -3.6425  -5.7457  -2.6576  0.31
H  1.9895  -2.2264  -1.0623  0.31
H  -2.0457  3.8682  3.8092  0.47
H  -0.4314  1.8801  3.8726  0.25
H  -4.2800  -1.5091  0.0933  0.42
H  0.2543  3.4586  4.1523  0.50
H  -2.9442  -1.7036  -4.6410  0.33
H  3.1323  -1.5561  -2.2474  0.36

Properties
Multiplicity   1
Calculated total energy   -2124.46994 Ha
Energy relative to the best compared isomer or geometry (same formula, charge and spin)   0.0 kcal/mol